Computed, not measured: a structure of composition C38H47CaGeIN6O5Se in a non-equilibrium geometry, with ωB97M-V/def2-TZVPD.

Calculated values
**Calculated total energy**: -207748.6201 eV
**F_max**: 3.53 eV Å⁻¹
**Molecular weight**: 986.38 g/mol
**Kohn-Sham gap (spin up / spin down)**: 6.65 / 6.65 eV
**Highest occupied orbital energy (spin up / spin down)**: -6.733 / -6.732 eV

CARTESIAN COORDINATES (ANGSTROEM)
Ca: -0.505 -1.070 0.858
C: -2.062 -1.935 5.558
C: -1.087 -2.903 5.054
N: -0.929 -3.981 5.823
C: 0.014 -4.842 5.508
C: 0.805 -4.819 4.309
C: 1.822 -5.935 4.091
O: 3.043 -5.501 3.509
C: 0.530 -3.756 3.410
C: 1.267 -3.709 2.180
N: 1.424 -2.590 1.450
C: 2.531 -2.415 0.692
C: 3.057 -3.596 0.081
C: 4.296 -3.587 -0.604
C: 4.973 -2.371 -0.695
C: 4.493 -1.224 0.001
C: 3.332 -1.281 0.783
I: 3.169 0.229 2.129
C: -0.515 -2.796 3.739
O: -1.124 -2.162 2.853
H: -2.428 -2.254 6.518
H: -2.845 -1.657 4.857
H: -1.503 -0.982 5.656
H: 0.085 -5.628 6.251
H: 1.402 -6.698 3.352
H: 1.940 -6.369 5.073
H: 3.827 -5.890 3.933
H: 1.790 -4.675 1.898
H: 2.546 -4.520 0.266
H: 4.730 -4.522 -0.952
H: 5.860 -2.344 -1.288
H: 5.007 -0.240 -0.107
C: -4.652 1.103 1.752
C: -3.176 0.831 1.498
N: -2.797 -0.300 0.945
N: -3.810 -1.027 0.486
C: -3.256 -2.143 -0.062
O: -2.025 -2.374 -0.168
C: -4.329 -3.040 -0.507
C: -3.855 -4.202 -1.105
C: -4.792 -5.207 -1.535
C: -6.120 -5.141 -1.240
C: -6.596 -3.939 -0.697
C: -5.685 -2.926 -0.345
C: -2.151 1.765 1.904
C: -2.516 3.112 2.217
C: -1.481 3.991 2.588
C: -0.164 3.523 2.536
C: 0.064 2.177 2.252
N: -0.869 1.334 1.917
H: -5.107 0.202 2.159
H: -5.191 1.364 0.794
H: -4.687 1.979 2.416
H: -2.757 -4.404 -1.105
H: -4.381 -6.069 -2.026
H: -6.772 -5.993 -1.350
H: -7.627 -3.795 -0.455
H: -6.092 -2.030 0.096
H: -3.506 3.542 2.233
H: -1.735 4.955 2.944
H: 0.641 4.323 2.534
H: 1.068 1.747 2.354
C: 0.860 7.094 -0.140
Ge: 1.856 6.456 -1.668
C: 1.213 7.610 -3.134
C: 3.730 6.724 -1.297
C: 1.191 4.627 -2.137
Se: -0.664 4.305 -1.591
C: -1.643 5.266 -2.981
H: 1.187 8.002 0.323
H: 0.640 6.405 0.623
H: -0.175 7.288 -0.576
H: 2.069 8.232 -3.547
H: 0.487 8.364 -2.711
H: 0.800 7.078 -4.023
H: 3.717 7.623 -0.713
H: 4.272 6.957 -2.200
H: 4.109 5.845 -0.812
H: 1.743 3.762 -1.696
H: 1.377 4.517 -3.226
H: -2.383 4.568 -3.332
H: -0.978 5.627 -3.767
H: -2.037 6.166 -2.472
O: 2.368 0.740 -1.888
C: 1.424 -0.163 -1.985
O: 0.511 -0.239 -1.166
C: 1.603 -1.023 -3.233
N: 3.044 -0.873 -3.612
C: 3.174 -0.862 -5.089
C: 1.827 -0.392 -5.610
C: 0.782 -0.626 -4.504
H: 1.385 -2.105 -2.910
H: 3.683 -1.533 -3.171
H: 2.987 0.600 -2.656
H: 3.427 -1.906 -5.463
H: 4.060 -0.121 -5.323
H: 1.596 -0.916 -6.561
H: 1.925 0.649 -5.892
H: -0.008 -1.400 -4.776
H: 0.249 0.315 -4.303

***

Computed, not measured: a structure of composition C26H27FN5O6S2Sc in a non-equilibrium geometry, with ωB97M-V/def2-TZVPD.

Calculated values
**Calculated total energy**: -92216.9921 eV
**Charge**: +2
**F_max**: 1.10 eV Å⁻¹
**Molecular weight**: 633.62 g/mol
**Kohn-Sham gap**: 7.17 eV
**Highest occupied orbital energy**: -13.504 eV

CARTESIAN COORDINATES (ANGSTROEM)
Sc: -2.050 2.316 -0.853
S: -1.500 1.592 1.604
C: -1.028 -0.026 1.509
N: -0.338 -0.610 2.442
C: -0.035 -2.050 2.353
C: -1.254 -2.754 1.844
N: -1.610 -2.164 0.539
C: -2.096 -3.141 -0.480
C: -0.989 -4.050 -0.936
C: -0.909 -5.346 -0.438
C: 0.123 -6.187 -0.833
C: 1.078 -5.733 -1.730
C: 1.000 -4.441 -2.236
C: -0.032 -3.603 -1.845
C: -1.440 -0.893 0.314
S: -1.635 -0.200 -1.221
C: 0.297 0.090 3.589
C: 1.781 -0.146 3.525
C: 2.431 -0.795 4.566
C: 3.802 -1.021 4.495
C: 4.513 -0.612 3.376
C: 3.864 0.030 2.327
C: 2.501 0.267 2.405
H: 0.242 -2.396 3.345
H: 0.820 -2.204 1.692
H: -2.107 -2.683 2.521
H: -1.024 -3.803 1.672
H: -2.539 -2.572 -1.292
H: -2.883 -3.709 0.018
H: -1.673 -5.717 0.238
H: 0.170 -7.198 -0.451
H: 1.877 -6.391 -2.046
H: 1.736 -4.096 -2.949
H: -0.104 -2.603 -2.260
H: -0.134 -0.336 4.495
H: 0.026 1.140 3.539
H: 1.874 -1.117 5.439
H: 4.309 -1.517 5.311
H: 5.579 -0.790 3.319
H: 4.423 0.351 1.454
H: 1.998 0.781 1.591
F: 3.443 -0.096 -1.018
C: 3.203 1.123 -1.500
C: 2.188 1.365 -2.318
N: 1.940 2.637 -2.825
C: 0.689 2.902 -3.477
C: -0.432 2.802 -2.503
O: -1.626 2.530 -2.869
O: -0.206 2.954 -1.254
C: 2.704 3.737 -2.442
O: 2.439 4.863 -2.788
N: 3.793 3.423 -1.656
C: 4.129 2.185 -1.095
O: 5.051 2.046 -0.337
H: 1.519 0.573 -2.629
H: 0.494 2.242 -4.323
H: 0.708 3.933 -3.842
H: 4.382 4.204 -1.396
N: -5.794 5.037 -1.613
C: -5.798 3.697 -0.929
C: -4.373 3.205 -0.834
O: -3.441 4.037 -1.052
O: -4.135 2.016 -0.530
H: -6.519 5.662 -1.255
H: -5.927 4.951 -2.624
H: -4.868 5.464 -1.457
H: -6.438 3.003 -1.467
H: -6.191 3.841 0.076

***

Question: Among the records above, which one has the lowest F_max?
Answer: C26H27FN5O6S2Sc

***

Question: molecular weight of number 2 (C26H27FN5O6S2Sc)?
Answer: 633.62 g/mol

***

Question: What is the formula in the second record?
Answer: C26H27FN5O6S2Sc

***

Question: F_max of number 1 (C38H47CaGeIN6O5Se)?
Answer: 3.53 eV Å⁻¹